Record 1
Computed, not measured: the molecule C26H37N3O2, with the ωB97M-V functional and the def2-TZVPD basis.

As for the net charge: 0. As for the orbital gap: 0.3324 Eh. For the HOMO energy, the calculation gives -8.251 eV. For the total energy, the calculation gives -36128.00976 eV. The SMILES is COc1ccccc1CN1CCC[C@H](CN(CCN(C)C)C(=O)c2ccc(C)cc2)C1. For the relative energy (zero: lowest compared OMol25 entry of this formula, charge and spin), the calculation gives 48.7 kcal/mol.

Positions of all 68 atoms, in Å:
C -1.7798 4.2723 -1.4105
H 2.0633 3.8478 1.5970
C -0.1177 1.2375 1.0194
H 5.2921 -4.6304 0.0460
C -2.5004 5.0914 -0.5502
H -1.3400 6.8595 -0.8932
H 0.3641 2.4561 2.7292
C 1.7050 2.9379 1.1129
C -1.9256 2.8980 -1.3702
C -1.6988 -2.0417 -0.4280
H 1.0504 0.0358 2.3912
C -3.3831 4.4997 0.3447
H -0.1791 1.3726 -0.0631
H 0.6693 -0.7732 0.8551
C -3.5278 3.1253 0.3951
C 1.8979 -1.9101 -2.6114
C -1.5040 0.8165 1.5433
H -1.3720 2.2740 -2.0568
H 3.6651 2.0628 0.9224
H 3.5008 -4.6330 -1.4398
N -2.3353 0.1536 0.5612
H -3.6388 -3.7244 0.2232
H -1.0993 4.7171 -2.1225
C 2.1448 -1.0407 -1.5619
C 3.1758 -0.4800 0.6646
H -2.1451 -1.8956 -1.4237
O -3.6546 0.2569 -1.2652
H -0.6905 -1.6225 -0.4495
H -3.0343 6.9914 -1.3568
H -2.5910 7.0355 0.3482
C 4.5762 -4.3909 0.8391
H -0.3941 3.3481 1.4010
H 1.3253 -1.5810 -3.4650
H 1.7739 -0.0280 -1.5843
C 2.8743 -1.4416 -0.4564
H -1.3846 0.1423 2.3942
H 3.7656 -5.1271 0.8324
H -0.5405 -4.0711 -1.8158
C 3.1257 -3.6220 -1.4596
H -3.5924 -1.4734 0.4417
N 2.2104 0.6005 0.7096
C -2.8222 -4.1668 -0.3422
C -2.9673 0.8235 -0.4346
C 3.3712 -2.7521 -0.4046
H -3.0880 -4.1545 -1.4105
H 5.0843 -4.4246 1.8018
H -4.2255 2.6808 1.0911
H -3.9643 5.1224 1.0102
H 4.1673 -0.0510 0.4845
H 2.2153 -3.8870 -3.3694
C 0.3250 2.5623 1.6418
H -2.7045 -5.2019 -0.0240
H -2.2581 -1.6436 1.6093
H -2.0265 1.7099 1.8982
H 3.2312 -1.0350 1.6161
C -2.5298 -1.2828 0.6165
H -0.4091 -5.1198 -0.3867
N -1.5944 -3.4470 -0.0681
C 2.3940 -3.1979 -2.5574
H 1.6383 3.1220 0.0397
H 0.4509 -3.5745 -0.4294
C 0.9535 0.1827 1.2975
C -2.3528 6.5813 -0.6108
C -0.4675 -4.0835 -0.7176
O 4.0858 -3.0792 0.7152
H 2.8328 1.6570 2.4431
C -2.7864 2.3114 -0.4522
C 2.6958 1.8021 1.3546

***

Record 2
Computed, not measured: the molecule C26H37NO3, with the ωB97M-V functional and the def2-TZVPD basis.

As for the net charge: 0. As for the orbital gap: 0.3211 Eh. For the HOMO energy, the calculation gives -8.022 eV. For the total energy, the calculation gives -35195.81109 eV. The SMILES is CC(C)C(=O)Oc1ccc(CO)cc1[C@@H](CCN(C(C)C)C(C)C)c1ccccc1. For the relative energy (zero: lowest compared OMol25 entry of this formula, charge and spin), the calculation gives 0.0 kcal/mol.

Positions of all 67 atoms, in Å:
H 1.3819 -3.9570 2.8349
C -5.0231 1.9105 -0.3923
C 0.6136 -0.2607 -2.8491
C -0.2244 -0.9286 -3.9244
H 0.3839 -1.7343 -4.3467
H -2.0978 -1.9592 -4.1716
H 2.7779 3.7442 -0.7799
C -1.1441 0.2871 0.5254
C -1.1445 -0.2529 1.9680
H -3.2603 -0.9613 -0.5752
C 1.9149 -0.8325 2.1022
O 2.5806 5.2013 1.2697
H 3.2457 -0.7740 3.8003
C -2.7987 2.2126 0.4586
C -1.5297 -1.4920 -3.3703
H 2.8494 3.5455 2.3523
H -0.7167 0.4713 2.6576
C 1.9813 3.0665 -0.5127
H -1.3289 -2.2415 -2.6086
H 2.5274 -0.1430 0.1461
C 1.0119 -4.1286 1.8283
C -2.4956 0.8841 0.1918
C -4.7324 0.5836 -0.6587
C 0.6477 -3.1406 -0.4527
O 1.8049 -0.3832 -2.7417
H -6.0003 2.3097 -0.6210
H 3.1512 -2.3607 3.0398
H 1.8286 2.2051 -2.4673
C 1.4567 2.2022 -1.4546
H 0.4388 0.5150 -5.4010
C 1.4781 3.0724 0.7788
C -0.4954 0.1192 -5.0085
H 1.2416 4.2724 2.5429
C 0.4500 1.3218 -1.0951
H -1.0336 -2.3509 1.5974
C -4.0524 2.7220 0.1684
H -4.2718 3.7585 0.3805
C 2.0274 4.0272 1.8113
H -5.4836 -0.0581 -1.0964
H 0.9167 -2.3252 -1.1177
H 2.3694 -2.8630 0.7628
H -0.4363 -3.1920 -0.3729
H 1.9136 5.6341 0.7251
C -3.4789 0.0768 -0.3674
N 0.8831 -1.6248 1.4512
C -0.4147 -1.5995 2.0900
H -2.1779 -0.4161 2.2846
C 0.4656 2.1858 1.1195
H 0.0793 2.2214 2.1279
H 3.5246 0.4594 1.4704
C 2.9866 -0.4070 1.0938
H -2.1294 -0.6967 -2.9345
H 1.4133 0.0776 2.4425
H 1.8240 -1.7832 4.0585
H -0.0520 -4.3460 1.8858
H 3.7091 -1.1999 0.9179
C -0.0473 1.2729 0.2101
H -1.0520 -0.3300 -5.8276
H -0.9949 -0.5734 -0.1331
H 1.0023 -4.0726 -0.8863
H 1.5133 -5.0051 1.4240
H -2.0478 2.8575 0.8902
O -0.1448 0.5045 -2.0529
C 2.5732 -1.4858 3.3274
H -0.3685 -1.8630 3.1615
C 1.2903 -2.9193 0.9205
H -1.0806 0.9395 -4.5979

***

Record 3
Computed, not measured: a structure of composition C26H38AsAuBrNO5Si3, with the ωB97M-V functional and the def2-TZVPD basis.

As for the net charge: 0. As for the orbital gap (alpha / beta): 0.2459 / 0.2185 Eh. The spin multiplicity is 3. For the HOMO energy (alpha / beta), the calculation gives -7.362 / -8.603 eV. For the total energy, the calculation gives -197513.43096 eV. For the relative energy (zero: lowest compared OMol25 entry of this formula, charge and spin), the calculation gives 14.7 kcal/mol.

Positions of all 76 atoms, in Å:
C 3.4650 -2.1414 -1.4569
H -3.5574 -1.6327 1.2765
H 0.5885 2.1643 1.7627
H 1.5485 1.6859 -2.7023
H 0.6227 3.7631 -0.4333
H -0.5805 -4.1818 4.2089
H -4.1236 -1.3545 -2.0761
Si -1.5986 -1.3604 -2.0673
H 0.4320 1.5806 -4.0570
H 0.9378 0.4292 3.4083
H -1.0877 0.0237 4.7792
O 3.7128 -1.0065 -1.0194
C -0.4054 3.8085 -0.7808
C -3.3535 -1.0468 -2.7753
H -3.4892 -1.6283 -3.6807
H -0.9583 -3.0552 -0.3487
H 0.4954 -0.7088 -3.2775
C 0.5726 -0.5734 3.5660
O 1.2587 -4.4271 -3.0374
C 4.4467 -3.1059 -2.0115
C 3.6959 1.8301 0.4891
C 2.1321 -2.6824 -1.5988
O 5.6549 -3.0920 -1.9268
C -2.3168 2.0341 2.3187
H 4.2763 1.1770 -0.1441
H -3.1682 2.0849 2.9940
C 4.2908 2.9594 1.0343
H -0.5548 4.7654 -1.2667
H -1.9924 -1.4983 2.0729
H -2.2025 3.0210 1.8786
H -0.0673 -2.2687 -3.8415
Si -0.7577 2.3492 -1.9601
H -2.7008 -3.0757 -0.6005
C -2.3357 2.7424 -2.9783
Br 4.3245 5.3729 2.5589
C -0.3942 -1.2767 -3.5459
H -0.8506 -0.8024 -4.4124
C 1.6261 2.3863 1.5413
C -0.9691 -2.1030 4.5835
H -4.1266 2.2586 -0.2612
C 0.7018 2.1710 -3.1857
H 2.9133 -2.1825 1.9264
C 3.5237 3.8049 1.8163
H 1.6072 4.2060 2.6879
H 2.9508 -0.6062 2.5089
H -1.6245 -3.8387 -1.7640
H -5.0855 1.1456 0.6906
H -3.4344 -0.8363 2.8331
C 3.6397 -4.2241 -2.6349
C 2.1735 -3.8667 -2.4678
H -3.1040 3.2158 -2.3747
H -1.4376 1.8343 2.9247
H -1.0498 3.7694 0.0914
C -2.9315 -0.9834 1.8802
C 1.2656 -1.6324 2.9830
C 2.3632 1.5345 0.7369
C -4.2065 1.2266 0.0612
H -2.1068 3.4169 -3.7989
Si -2.6209 0.6828 0.9880
Au 1.6044 -0.1950 -0.0532
C -1.7389 -2.9899 -1.0979
H 1.0452 3.1369 -3.5462
H 5.3332 3.1790 0.8493
H -1.8340 -2.2862 5.2043
C -0.2811 -3.1618 4.0133
H -2.7640 1.8440 -3.4117
H 1.3206 -3.7588 2.7257
O 4.0858 -5.2180 -3.1552
As -0.8563 0.3795 -0.6124
H -4.3793 0.6216 -0.8199
O 1.1401 -2.2297 -0.9693
C -0.5446 -0.8048 4.3437
C 0.8100 -2.9299 3.1947
H -3.5343 -0.0083 -3.0299
C 2.1933 3.5327 2.0795
N 2.3721 -1.3632 2.1702

***

Record 4
Computed, not measured: a structure of composition C26H38BrEuNOP2, with the ωB97M-V functional and the def2-TZVPD basis.

As for the net charge: +2. As for the orbital gap (alpha / beta): 0.2137 / 0.2180 Eh. The spin multiplicity is 8. For the HOMO energy (alpha / beta), the calculation gives -13.070 / -13.072 eV. For the total energy, the calculation gives -139046.69773 eV.

Positions of all 70 atoms, in Å:
H 4.7491 -2.0162 -2.0640
C 2.5609 -1.2728 1.1598
H -3.6282 1.9197 2.6033
C -0.8288 -0.8194 -4.2085
C -1.1731 0.5890 1.1524
H 0.0939 3.5930 3.2789
H -2.2676 4.6532 3.2223
H 0.8136 4.5032 0.9271
C 0.0835 0.2813 -0.9619
H 3.2277 -0.2707 2.9657
H -3.9784 4.2636 3.3072
C -0.0897 0.2804 -7.7072
H 1.7723 -1.4827 -1.3867
C 0.1264 -0.2997 -6.4444
C 3.8201 -1.4347 -2.1480
N -1.3152 0.4639 -8.1953
H 0.7517 0.5770 -8.3434
H 1.3925 -4.5758 -0.1027
H -2.9483 3.0027 1.3766
H -3.3735 0.2783 -7.9134
H 1.0174 0.3424 -1.5522
H 3.6295 -1.2600 -3.2185
H -1.0211 0.0172 4.0479
H 2.7171 -0.3812 0.5317
C 0.0294 0.7018 0.3445
H 1.0181 2.5122 2.2509
H 0.7422 1.7987 4.8202
H 2.4232 -3.0986 -2.1267
H -2.8442 3.4856 4.4405
H 1.1370 -0.4838 -6.0866
C -1.1009 -0.0531 -1.6621
H 0.9500 1.0326 0.8317
H -2.2754 1.1292 4.5769
C -2.3817 0.1227 -7.4731
H -0.4694 3.4892 0.2351
C -3.1309 -3.0939 0.6731
C 1.6437 -3.9096 0.7390
H 1.3178 -5.2234 2.4472
P 2.9590 -2.7810 0.1624
C -2.3357 0.0767 -0.9586
C 0.0519 3.0383 2.3288
C 3.4275 -1.1980 2.4168
C -0.1435 4.0057 1.1512
C 2.1520 -4.7114 1.9527
H 4.4957 -1.1931 2.1650
C -2.8458 2.6734 2.4210
C -2.3899 0.4610 0.3499
C -2.2666 -0.4608 -6.1992
Eu 0.0895 -2.4370 -2.6694
H 1.4868 -1.3315 1.4119
H -3.3502 0.5992 0.8632
H 0.7363 -3.3403 1.0074
C -0.2806 1.7549 5.2296
P -1.2692 1.8069 2.5561
H -3.1447 -0.7757 -5.6461
Br -0.9687 -1.4983 2.1267
H -0.5987 2.7726 5.5189
H 2.8763 -5.4818 1.6632
C -1.2329 1.0921 4.2227
C -2.9752 3.8338 3.4071
H -3.2478 -0.1512 -1.5252
C 2.6374 -2.1913 -1.5177
O -3.7731 -2.2731 0.1989
H 3.2437 -2.0279 3.1082
H -0.2868 1.1516 6.1511
C -0.9915 -0.4459 -3.0202
H -0.8872 4.7826 1.3828
C -0.9867 -0.5727 -5.6342
H 2.6508 -4.0774 2.6976
H 3.9774 -0.4615 -1.6598